Run a
A cluster of 2 separate species, CH4FN in total, computed with ωB97M-V/def2-TZVPD.

Properties
**Net charge**: 0
**HOMO energy (spin up / spin down)**: -9.197 / -10.424 eV
**HOMO-LUMO gap (spin up / spin down)**: 0.333 / 0.391 Ha
**Lowest unoccupied orbital energy (spin up / spin down)**: -0.13 / 0.21 eV

Last column: Mulliken charge in e.
Cartesian coordinates (Å):
C1 -0.81 -0.58 0.06  -0.244
N1 1.43 0.42 -0.19  -0.551
F1 -1.57 0.50 -0.40  -0.218
H1 -1.05 -0.86 1.13  0.266
H2 -0.49 -1.30 -0.67  0.291
H3 0.83 1.08 -0.69  0.246
H4 1.65 0.74 0.75  0.210

***

Run b
The molecule CH4FN, computed with ωB97M-V/def2-TZVPD.

Properties
**SMILES string**: NCF
**Net charge**: 0
**HOMO energy**: -9.991 eV
**HOMO-LUMO gap**: 0.411 Ha
**Lowest unoccupied orbital energy**: 1.20 eV

Last column: Mulliken charge in e.
Cartesian coordinates (Å):
N1 -0.93 0.01 -0.17  -0.525
C1 0.51 0.17 -0.01  -0.047
F1 1.05 -1.05 0.39  -0.290
H1 -1.21 -0.91 -0.44  0.246
H2 -1.30 0.35 0.69  0.222
H3 0.97 0.87 0.65  0.248
H4 0.90 0.55 -1.13  0.146

***

run b is the most stable structure; the next one sits 0.1180 hartree above it.

***

Run a
The molecule C21H26N2O4S, computed with ωB97M-V/def2-TZVPD.

Properties
**SMILES string**: Cc1ccc(C)c(NC(=O)c2ccc(S(=O)(=O)N(C)C[C@@H]3CCCO3)cc2)c1
**Net charge**: 0
**HOMO energy**: -8.461 eV
**HOMO-LUMO gap**: 0.315 Ha
**Lowest unoccupied orbital energy**: 0.11 eV

Last column: Mulliken charge in e.
Cartesian coordinates (Å):
C1 -7.14 -2.23 -2.58  -1.576
C2 -5.83 -2.92 -2.35  0.782
C3 -5.74 -4.30 -2.39  -0.793
C4 -4.52 -4.93 -2.17  -0.720
C5 -3.37 -4.21 -1.91  1.024
C6 -2.07 -4.93 -1.68  -1.625
C7 -3.46 -2.81 -1.86  0.363
N1 -2.30 -2.08 -1.58  -0.067
C8 -2.10 -0.74 -1.58  0.471
O1 -2.94 0.10 -1.84  -0.664
C9 -0.69 -0.35 -1.23  0.528
C10 -0.14 0.75 -1.88  -0.730
C11 1.14 1.16 -1.59  -0.645
C12 1.87 0.48 -0.63  -0.096
S1 3.54 1.03 -0.26  1.500
O2 4.07 0.17 0.76  -0.725
O3 4.26 1.15 -1.49  -0.767
N2 3.20 2.56 0.31  0.237
C13 4.02 3.66 -0.15  -0.977
C14 2.73 2.60 1.67  -1.436
C15 3.85 2.51 2.73  0.647
C16 3.30 2.18 4.12  -0.855
C17 3.08 3.56 4.72  -0.578
C18 4.25 4.34 4.12  -0.571
O4 4.52 3.76 2.86  -0.475
C19 1.33 -0.60 0.04  -0.395
C20 0.05 -1.02 -0.26  -0.680
C21 -4.68 -2.18 -2.08  -0.714
H1 -7.02 -1.16 -2.57  0.320
H2 -7.55 -2.53 -3.54  0.344
H3 -7.85 -2.52 -1.81  0.325
H4 -6.62 -4.89 -2.60  0.409
H5 -4.47 -6.01 -2.21  0.313
H6 -1.68 -4.74 -0.67  0.338
H7 -2.21 -6.00 -1.78  0.360
H8 -1.31 -4.62 -2.40  0.385
H9 -1.48 -2.65 -1.42  0.125
H10 -0.74 1.27 -2.61  0.443
H11 1.60 2.00 -2.09  0.423
H12 4.45 3.36 -1.10  0.390
H13 3.38 4.54 -0.29  0.297
H14 4.81 3.90 0.55  0.326
H15 2.17 3.52 1.81  0.427
H16 2.06 1.74 1.79  0.296
H17 4.57 1.76 2.38  0.445
H18 4.06 1.64 4.70  0.333
H19 2.40 1.58 4.08  0.383
H20 2.13 3.98 4.38  0.250
H21 3.10 3.57 5.81  0.403
H22 5.14 4.25 4.75  0.298
H23 4.03 5.40 3.97  0.307
H24 1.93 -1.10 0.79  0.550
H25 -0.38 -1.85 0.29  0.520
H26 -4.73 -1.11 -2.05  0.523

***

Run b
The molecule C21H26N2O4S, computed with ωB97M-V/def2-TZVPD.

Properties
**SMILES string**: COc1ccccc1CN1C[C@@H](C(=O)N(CCO)Cc2cccs2)CCC1=O
**Net charge**: 0
**HOMO energy**: -8.754 eV
**HOMO-LUMO gap**: 0.339 Ha
**Lowest unoccupied orbital energy**: 0.46 eV

Last column: Mulliken charge in e.
Cartesian coordinates (Å):
C1 -0.03 -0.24 -3.18  -0.794
O1 -0.20 -1.03 -2.02  -0.287
C2 -1.46 -1.49 -1.73  0.838
C3 -2.60 -1.08 -2.40  -0.642
C4 -3.84 -1.58 -2.02  -0.664
C5 -3.95 -2.48 -0.97  -0.826
C6 -2.80 -2.88 -0.31  -0.277
C7 -1.56 -2.40 -0.67  0.321
C8 -0.33 -2.83 0.10  -1.129
N1 -0.23 -2.10 1.35  0.425
C9 -0.16 -0.67 1.31  -0.632
C10 1.15 -0.21 1.98  1.280
C11 1.18 1.30 1.82  -0.041
O2 0.70 2.04 2.66  -0.712
N2 1.67 1.79 0.65  0.438
C12 2.37 1.03 -0.37  -0.163
C13 3.85 0.83 0.00  -0.677
O3 4.52 2.05 0.16  -0.573
C14 1.35 3.17 0.31  -1.316
C15 0.22 3.19 -0.67  0.436
C16 -1.06 2.79 -0.45  -0.479
C17 -1.87 2.85 -1.60  -0.414
C18 -1.19 3.29 -2.69  -0.686
S1 0.45 3.64 -2.32  -0.121
C19 1.13 -0.65 3.44  -1.041
C20 0.11 -1.78 3.69  -0.886
C21 -0.02 -2.74 2.52  0.787
O4 0.03 -3.95 2.63  -0.703
H1 -0.39 -0.75 -4.07  0.466
H2 1.05 -0.08 -3.27  0.244
H3 -0.53 0.73 -3.08  0.110
H4 -2.55 -0.38 -3.21  0.427
H5 -4.72 -1.25 -2.55  0.399
H6 -4.91 -2.86 -0.68  0.398
H7 -2.87 -3.59 0.51  0.493
H8 -0.39 -3.89 0.36  0.588
H9 0.57 -2.66 -0.51  0.249
H10 -0.20 -0.34 0.27  -0.158
H11 -1.01 -0.22 1.84  -0.048
H12 1.98 -0.69 1.46  0.277
H13 2.32 1.61 -1.30  0.334
H14 1.90 0.07 -0.56  -0.098
H15 3.94 0.22 0.91  0.231
H16 4.36 0.32 -0.82  0.464
H17 4.15 2.51 0.93  0.344
H18 2.23 3.67 -0.12  0.444
H19 1.06 3.67 1.23  0.486
H20 -1.42 2.46 0.52  0.525
H21 -2.91 2.57 -1.62  0.455
H22 -1.55 3.45 -3.69  0.473
H23 2.12 -0.99 3.74  0.379
H24 0.87 0.21 4.06  0.336
H25 0.39 -2.36 4.57  0.354
H26 -0.88 -1.35 3.87  0.366

***

Run c
The molecule C21H26N2O4S, computed with ωB97M-V/def2-TZVPD.

Properties
**SMILES string**: Cc1cccc(COCCN2CCN(S(=O)(=O)c3ccccc3)CCC2=O)c1
**Net charge**: 0
**HOMO energy**: -8.921 eV
**HOMO-LUMO gap**: 0.349 Ha
**Lowest unoccupied orbital energy**: 0.58 eV

Last column: Mulliken charge in e.
Cartesian coordinates (Å):
C1 -1.24 -3.38 -2.00  -1.275
C2 -2.08 -2.92 -0.85  0.863
C3 -2.20 -3.69 0.31  -0.727
C4 -2.93 -3.22 1.38  -0.641
C5 -3.53 -1.97 1.33  -0.596
C6 -3.42 -1.19 0.19  0.521
C7 -3.96 0.21 0.18  -1.056
O1 -3.05 1.00 0.94  -0.248
C8 -3.16 2.39 0.79  -0.615
C9 -2.50 2.95 -0.49  -1.163
N1 -1.09 2.61 -0.58  0.247
C10 -0.73 1.32 -1.13  -1.026
C11 -0.21 0.34 -0.07  -0.855
N2 1.20 0.51 0.21  0.176
S1 2.20 -0.07 -1.01  1.467
O2 2.53 0.94 -1.98  -0.712
O3 1.61 -1.28 -1.50  -0.740
C12 3.67 -0.47 -0.07  -0.226
C13 3.57 -1.43 0.92  -0.355
C14 4.69 -1.75 1.66  -0.677
C15 5.90 -1.12 1.40  -0.347
C16 5.99 -0.16 0.40  -0.675
C17 4.87 0.17 -0.34  -0.021
C18 1.60 1.78 0.77  -0.729
C19 1.27 3.02 -0.08  -0.785
C20 -0.19 3.43 0.01  0.713
O4 -0.53 4.47 0.55  -0.686
C21 -2.71 -1.69 -0.90  -0.268
H1 -1.06 -4.45 -1.95  0.420
H2 -0.28 -2.87 -1.98  0.159
H3 -1.72 -3.15 -2.95  0.337
H4 -1.72 -4.65 0.36  0.397
H5 -3.03 -3.82 2.27  0.397
H6 -4.07 -1.59 2.18  0.448
H7 -4.96 0.26 0.64  0.525
H8 -4.04 0.58 -0.85  0.394
H9 -4.22 2.71 0.81  0.406
H10 -2.65 2.82 1.65  0.414
H11 -3.00 2.59 -1.38  0.408
H12 -2.57 4.04 -0.45  0.474
H13 -1.62 0.90 -1.59  0.432
H14 0.03 1.43 -1.90  0.560
H15 -0.32 -0.68 -0.43  -0.128
H16 -0.77 0.45 0.86  0.636
H17 2.61 -1.90 1.09  0.453
H18 4.63 -2.50 2.44  0.398
H19 6.77 -1.38 1.98  0.385
H20 6.93 0.33 0.20  0.397
H21 4.89 0.90 -1.13  0.465
H22 2.69 1.72 0.90  0.401
H23 1.15 1.87 1.76  0.448
H24 1.56 2.83 -1.11  0.418
H25 1.85 3.86 0.31  0.422
H26 -2.64 -1.10 -1.80  0.370

***

run b is the most stable structure; the next one sits 0.0134 hartree above it.

***

Run a
A cluster of 2 separate species, C3H11N3 in total, computed with ωB97M-V/def2-TZVPD.

Properties
**SMILES string**: [H]/N=C/N.CNC
**Net charge**: 0
**HOMO energy**: -8.591 eV
**HOMO-LUMO gap**: 0.354 Ha
**Lowest unoccupied orbital energy**: 1.03 eV

Last column: Mulliken charge in e.
Cartesian coordinates (Å):
H1 2.29 2.63 -0.27  0.215
N1 1.88 1.71 -0.22  -0.507
C1 1.94 1.21 0.96  -0.164
N2 1.02 0.39 1.55  -0.388
H2 2.79 1.49 1.59  0.324
H3 0.13 0.11 1.10  0.340
H4 1.48 -0.32 2.10  0.232
C2 -1.74 -1.28 0.24  -0.974
N3 -1.19 -0.07 -0.36  -0.411
C3 -0.36 -0.25 -1.58  -1.015
H5 -0.98 -2.06 0.42  0.341
H6 -2.43 -1.82 -0.42  0.369
H7 -2.08 -1.12 1.26  0.334
H8 -1.97 0.46 -0.71  0.249
H9 -0.95 -0.80 -2.33  0.459
H10 -0.25 0.73 -2.03  0.284
H11 0.41 -0.99 -1.30  0.312

***

Run b
A cluster of 2 separate species, C3H11N3 in total, computed with ωB97M-V/def2-TZVPD.

Properties
**SMILES string**: C=CN.NCN
**Net charge**: 0
**HOMO energy**: -8.209 eV
**HOMO-LUMO gap**: 0.334 Ha
**Lowest unoccupied orbital energy**: 0.87 eV

Last column: Mulliken charge in e.
Cartesian coordinates (Å):
C1 -2.94 0.28 1.39  -0.830
C2 -2.18 -0.73 1.85  0.115
N1 -1.03 -0.66 2.59  -0.484
H1 -2.93 1.34 1.19  0.293
H2 -3.86 -0.14 0.97  0.179
H3 -2.64 -1.69 1.68  0.268
H4 -0.38 0.10 2.46  0.225
H5 -0.53 -1.53 2.69  0.235
N2 1.23 1.40 -1.91  -0.502
C3 1.96 0.24 -2.34  -0.242
N3 2.31 -0.62 -1.21  -0.466
H6 0.22 1.34 -1.91  0.187
H7 1.66 2.02 -1.26  0.197
H8 1.27 -0.27 -3.02  0.251
H9 2.85 0.57 -2.89  0.242
H10 3.08 -1.26 -1.33  0.172
H11 2.13 -0.17 -0.34  0.161

***

Run c
A cluster of 2 separate species, C3H11N3 in total, computed with ωB97M-V/def2-TZVPD.

Properties
**SMILES string**: C=CN.NCN
**Net charge**: 0
**HOMO energy**: -8.915 eV
**HOMO-LUMO gap**: 0.363 Ha
**Lowest unoccupied orbital energy**: 0.97 eV

Last column: Mulliken charge in e.
Cartesian coordinates (Å):
C1 -1.45 -1.80 -1.80  -0.780
C2 -2.19 -1.93 -0.72  0.061
N1 -2.13 -1.18 0.48  -0.477
H1 -0.59 -1.15 -1.89  0.215
H2 -1.68 -2.41 -2.66  0.241
H3 -3.11 -2.50 -0.83  0.330
H4 -1.19 -1.00 0.80  0.224
H5 -2.70 -0.36 0.51  0.242
N2 1.15 0.29 0.90  -0.458
C3 2.19 1.17 0.46  -0.408
N3 1.94 2.59 0.50  -0.587
H6 0.36 -0.01 0.36  0.151
H7 0.88 0.50 1.85  0.182
H8 2.42 0.94 -0.58  0.311
H9 3.08 0.99 1.07  0.308
H10 1.98 2.96 1.44  0.225
H11 1.06 2.91 0.11  0.222

***

run c is the most stable structure; the next one sits 0.0030 hartree above it.

***

Run a
A cluster of 2 separate species, C3H11N3 in total, computed with ωB97M-V/def2-TZVPD.

Properties
**SMILES string**: [H]/N=C/N.CNC
**Net charge**: 0
**HOMO energy**: -9.082 eV
**HOMO-LUMO gap**: 0.367 Ha
**Lowest unoccupied orbital energy**: 0.91 eV

Last column: Mulliken charge in e.
Cartesian coordinates (Å):
H1 1.41 2.96 -1.07  0.237
N1 2.11 2.59 -0.44  -0.705
C1 1.77 1.42 -0.09  0.266
N2 2.51 0.79 0.88  -0.448
H2 0.90 0.92 -0.52  0.164
H3 2.22 -0.11 1.16  0.220
H4 3.45 1.12 0.86  0.260
C2 -2.15 -1.40 1.12  -0.784
N3 -1.51 -1.78 -0.14  -0.353
C3 -2.11 -1.09 -1.31  -0.941
H5 -2.91 -2.06 1.53  0.294
H6 -2.70 -0.46 0.97  0.300
H7 -1.39 -1.28 1.88  0.254
H8 -1.62 -2.78 -0.30  0.238
H9 -1.72 -0.09 -1.42  0.258
H10 -1.78 -1.71 -2.15  0.344
H11 -3.19 -1.24 -1.29  0.396

***

Run b
A cluster of 2 separate species, C3H11N3 in total, computed with ωB97M-V/def2-TZVPD.

Properties
**SMILES string**: [H]/N=C/N.CNC
**Net charge**: 0
**HOMO energy**: -8.758 eV
**HOMO-LUMO gap**: 0.356 Ha
**Lowest unoccupied orbital energy**: 0.94 eV

Last column: Mulliken charge in e.
Cartesian coordinates (Å):
H1 -2.60 -1.64 -1.52  0.230
N1 -1.95 -1.86 -0.72  -0.693
C1 -1.65 -0.72 -0.10  0.084
N2 -0.97 -0.77 1.11  -0.558
H2 -2.13 0.23 -0.48  0.341
H3 -0.14 -0.24 1.10  0.313
H4 -0.78 -1.76 1.45  0.288
C2 1.44 1.72 0.93  -0.787
N3 1.53 0.40 0.14  -0.390
C3 1.11 0.73 -1.26  -1.082
H5 1.96 2.55 0.29  0.297
H6 2.05 1.76 1.85  0.294
H7 0.41 2.14 1.04  0.271
H8 2.46 -0.19 0.25  0.262
H9 1.79 1.40 -1.74  0.448
H10 1.17 -0.23 -1.90  0.318
H11 0.22 1.25 -1.45  0.362

***

run a is the most stable structure; the next one sits 0.0324 hartree above it.